{
  "formula": "C46H105BF6N5O3P",
  "method": "ωB97M-V/def2-TZVPD",
  "elements": ["B", "H", "H", "H", "H", "C", "C", "C", "C", "N", "C", "C", "C", "C", "C", "H", "H", "H", "H", "H", "H", "H", "H", "H", "H", "H", "H", "H", "H", "H", "H", "H", "H", "H", "H", "C", "C", "C", "C", "N", "C", "C", "C", "C", "C", "H", "H", "H", "H", "H", "H", "H", "H", "H", "H", "H", "H", "H", "H", "H", "H", "H", "H", "H", "H", "C", "C", "C", "C", "N", "C", "C", "C", "C", "C", "H", "H", "H", "H", "H", "H", "H", "H", "H", "H", "H", "H", "H", "H", "H", "H", "H", "H", "H", "H", "C", "C", "C", "C", "N", "C", "C", "C", "C", "C", "H", "H", "H", "H", "H", "H", "H", "H", "H", "H", "H", "H", "H", "H", "H", "H", "H", "H", "H", "H", "C", "C", "C", "C", "N", "C", "C", "C", "C", "C", "H", "H", "H", "H", "H", "H", "H", "H", "H", "H", "H", "H", "H", "H", "H", "H", "H", "H", "H", "H", "O", "C", "O", "O", "H", "P", "F", "F", "F", "F", "F", "F"],
  "coordinates": [[-3.593821, -0.783054, 4.065274], [-1.199006, -3.091103, 4.121373], [9.000045, -9.173657, 0.613451], [10.835065, 5.905119, -6.163600], [-6.829850, -5.242196, -4.887772], [-3.932792, -4.495596, -4.753910], [-3.162845, -3.205914, -4.579303], [-2.136521, -3.075753, -5.752586], [-1.710987, -1.637123, -5.526007], [-0.508476, -1.246834, -6.353074], [-0.429269, 0.234668, -6.220386], [-1.325427, 0.864263, -7.280041], [-1.444358, -0.192775, -8.359133], [-0.757827, -1.467072, -7.813061], [0.741262, -1.937114, -5.850789], [-3.177948, -5.221090, -5.051054], [-4.571787, -4.421032, -5.639546], [-4.444533, -4.839580, -3.867471], [-2.724738, -3.126534, -3.610642], [-3.925905, -2.390732, -4.637336], [-2.691915, -3.340295, -6.710224], [-1.335589, -3.769941, -5.562108], [-1.250271, -1.488989, -4.523556], [-2.500670, -0.909111, -5.715369], [0.635026, 0.417918, -6.394156], [-0.629228, 0.414956, -5.162346], [-0.889632, 1.759348, -7.642468], [-2.264900, 0.990370, -6.818946], [-0.940240, 0.054868, -9.291944], [-2.491653, -0.341890, -8.654398], [0.246804, -1.610479, -8.261813], [-1.206033, -2.442512, -7.991889], [0.594755, -2.976397, -5.884167], [0.943957, -1.673930, -4.815786], [1.563471, -1.646289, -6.508935], [-5.658760, -6.136280, 1.938004], [-5.114796, -4.768044, 2.348381], [-6.128146, -3.621192, 2.093096], [-5.523263, -2.244140, 1.696667], [-6.529192, -1.151623, 1.672117], [-5.855891, 0.206666, 1.184370], [-6.490699, 1.274102, 2.051255], [-6.709582, 0.614596, 3.413546], [-7.157357, -0.755190, 3.045546], [-7.656456, -1.479480, 0.776828], [-5.046696, -6.956048, 2.339835], [-5.800500, -6.048610, 0.853458], [-6.634997, -6.216834, 2.346798], [-4.109512, -4.650987, 1.909547], [-4.876542, -4.769132, 3.385847], [-6.772288, -3.564460, 3.004351], [-6.700594, -4.008656, 1.223465], [-5.081311, -2.254537, 0.689138], [-4.756212, -1.864007, 2.341676], [-5.990870, 0.167639, 0.130015], [-4.757041, 0.077363, 1.314605], [-7.486842, 1.622913, 1.756943], [-5.889911, 2.148728, 1.978042], [-7.534134, 1.128998, 3.883947], [-5.779425, 0.596876, 4.038765], [-8.241123, -0.843798, 2.847525], [-6.841198, -1.500430, 3.760143], [-8.142305, -0.573323, 0.463695], [-8.370358, -2.127639, 1.245575], [-7.323351, -1.936657, -0.177973], [4.742631, 2.343958, 2.250967], [4.565554, 3.526728, 3.129847], [5.724661, 4.592198, 3.116046], [5.521118, 5.444674, 4.339719], [6.660913, 6.347633, 4.624736], [7.914654, 5.516959, 5.159383], [7.668089, 5.203608, 6.574849], [6.604772, 6.271690, 7.080225], [6.369954, 7.211344, 5.846812], [7.004860, 7.219148, 3.407329], [3.819962, 1.809005, 2.074548], [5.355665, 1.550739, 2.750317], [5.300814, 2.569356, 1.331004], [4.619851, 3.322753, 4.156051], [3.627024, 3.987624, 2.818580], [5.796226, 5.106487, 2.134277], [6.626145, 3.985119, 3.210946], [5.377707, 4.779462, 5.209241], [4.595328, 5.981993, 4.216746], [8.790140, 6.184157, 5.167423], [8.112552, 4.734159, 4.440658], [8.628952, 5.192323, 7.041407], [7.211421, 4.261350, 6.734488], [7.024165, 6.826896, 7.906009], [5.708577, 5.739074, 7.367325], [7.158016, 7.944730, 5.784733], [5.396150, 7.650092, 5.749159], [6.227561, 7.967940, 3.229773], [7.114026, 6.520164, 2.563730], [7.908119, 7.787604, 3.500498], [1.212755, -6.131469, 3.405713], [2.165176, -4.918326, 3.558558], [3.242516, -4.827288, 2.392521], [2.979992, -5.508487, 1.015698], [2.484394, -4.436893, 0.050421], [1.906714, -5.193683, -1.170367], [3.078868, -5.271253, -2.220130], [4.196477, -4.365582, -1.676164], [3.613820, -3.599290, -0.483666], [1.477485, -3.594603, 0.744521], [0.596239, -6.239421, 2.517028], [0.451218, -6.067590, 4.197508], [1.716918, -7.076939, 3.617624], [2.731561, -5.115949, 4.460168], [1.589996, -3.993871, 3.688182], [4.117251, -5.410393, 2.772550], [3.620394, -3.782089, 2.359684], [2.177964, -6.190098, 1.139647], [3.886522, -5.908723, 0.615120], [1.126640, -4.532364, -1.438356], [1.454556, -6.111175, -0.898455], [2.675794, -4.811994, -3.141674], [3.479981, -6.249853, -2.370894], [4.595713, -3.585005, -2.356959], [5.009894, -4.979733, -1.372762], [3.203220, -2.693281, -0.948660], [4.253923, -3.327407, 0.309588], [0.717640, -4.216194, 1.225680], [0.990819, -2.997911, -0.021703], [1.945995, -2.874283, 1.439297], [-2.010656, 3.833237, 2.908933], [-2.935892, 3.466427, 1.777251], [-2.388974, 3.965921, 0.467333], [-1.326559, 2.873442, 0.076168], [-0.159107, 3.368782, -0.742357], [0.799266, 2.231067, -1.096045], [2.164525, 2.914635, -1.294165], [2.107746, 4.149595, -0.392274], [0.669318, 4.302928, 0.095208], [-0.458966, 4.068465, -2.063877], [-0.967434, 3.649442, 2.643284], [-2.176754, 3.274744, 3.784593], [-2.075643, 4.962286, 3.120972], [-3.920026, 3.875855, 1.951701], [-3.137888, 2.344896, 1.714366], [-2.022101, 4.971855, 0.507346], [-3.153318, 3.985700, -0.297088], [-1.641147, 2.063380, -0.587962], [-0.854666, 2.450561, 0.971753], [0.407457, 1.589984, -1.912404], [0.843044, 1.567793, -0.243312], [2.363173, 3.290852, -2.311190], [2.974139, 2.223759, -0.974858], [2.383829, 5.040016, -0.923942], [2.727342, 3.941656, 0.465211], [0.140674, 5.295848, 0.040205], [0.601175, 3.780807, 1.075911], [-1.422336, 4.564844, -1.946208], [-0.358199, 3.352585, -2.895289], [0.412549, 4.711190, -2.135189], [1.199362, -0.706868, -0.957273], [0.916647, -0.890156, -2.187449], [-0.114281, -0.454265, -2.781684], [1.795060, -1.520105, -2.803458], [-1.360857, -0.427496, -0.587875], [-3.927647, 1.283305, -2.738229], [-5.355902, 1.144223, -1.924232], [-3.257717, 0.624545, -1.412918], [-3.968973, -0.143616, -3.384184], [-2.462386, 1.511090, -3.369369], [-4.680539, 1.906442, -4.035872], [-3.768173, 2.731123, -1.999560]],
  "forces_ev_per_angstrom": [[1.23, -0.97, 0.15], [-0.98, 0.94, -0.09], [-0.04, 0.05, -0.01], [-0.02, -0.02, 0.03], [-0.03, 0.02, 0.07], [0.91, -0.26, -0.70], [-1.70, 0.05, -1.40], [-2.07, 0.85, 1.21], [1.62, -0.60, -0.22], [-0.65, -0.08, -0.63], [1.81, -0.03, 0.42], [0.77, -1.50, 0.76], [-0.25, -1.09, -0.86], [1.31, -0.30, -0.61], [-0.30, 1.43, -0.37], [-0.06, -0.68, 0.26], [-0.37, -0.06, 0.49], [-0.39, -0.04, -0.03], [0.72, 0.05, 0.63], [0.82, -0.24, 0.03], [0.90, 0.62, 1.06], [0.33, -0.33, -0.17], [-1.08, -0.15, -0.15], [0.04, -0.17, 0.07], [-0.10, 0.53, -0.05], [-0.10, 0.51, -0.14], [0.09, 0.99, -0.16], [-1.19, 0.79, 0.26], [0.08, 0.26, 0.09], [0.25, -0.20, 0.29], [-0.44, 0.49, 0.14], [-0.52, 0.28, 0.20], [-0.23, -1.37, -0.31], [0.00, 0.40, 0.24], [-0.10, -0.02, 0.16], [0.31, 1.18, -0.20], [0.95, 0.20, 0.04], [0.39, -0.43, -0.57], [-0.59, -0.85, -0.21], [-0.26, 1.79, 0.35], [0.05, -1.87, 0.66], [-0.52, -0.32, -0.49], [1.09, 0.76, -0.17], [-0.19, -1.50, -0.80], [0.24, -0.26, -1.78], [-0.13, 0.23, -0.70], [0.33, -0.93, 0.09], [-1.04, -0.40, 0.48], [-0.49, 0.45, -0.38], [0.08, -0.05, 1.11], [0.26, 0.14, -0.89], [-0.19, 0.64, 0.56], [-0.14, -0.23, 0.25], [0.60, -0.24, 0.68], [-0.27, 0.70, -0.94], [-0.72, 0.25, 0.33], [0.16, -0.39, -0.69], [0.66, 0.75, 0.50], [0.12, 0.15, 0.69], [-0.96, 0.13, -0.39], [0.58, 0.23, 0.57], [-0.17, -0.30, 0.20], [-0.31, 0.52, 0.21], [-0.16, -0.38, 0.32], [0.18, 0.09, 0.72], [1.74, -1.91, 0.21], [0.62, 2.08, -1.16], [-0.46, -1.48, -1.19], [0.23, -0.68, -0.23], [1.45, 0.85, 0.63], [-0.09, 1.56, -1.84], [-1.66, 0.50, 0.57], [1.07, 0.09, -1.29], [1.02, -1.40, 0.29], [-0.65, -1.10, -0.11], [-0.37, 0.20, -0.45], [-0.17, 0.69, -0.27], [-0.56, 0.00, 0.01], [-1.06, -1.14, 1.44], [-0.09, 0.38, 0.60], [-0.26, -0.07, 0.76], [0.23, 0.13, -0.01], [0.26, 0.42, -0.24], [-0.17, 0.75, 0.13], [-0.54, 0.18, -0.65], [-0.08, -0.31, 0.11], [0.35, 0.20, 0.82], [-0.20, -1.15, 0.02], [-0.28, 0.22, 0.26], [-0.19, 0.18, 0.21], [-0.01, 0.56, 0.31], [-0.42, 0.22, 0.04], [-0.26, -0.51, 0.07], [-0.07, 0.65, 0.29], [0.68, -0.08, 0.67], [-0.46, 0.20, 1.35], [-0.11, -0.91, -1.62], [1.19, -0.94, 1.35], [-0.06, 3.26, 1.29], [0.10, -1.52, 0.09], [1.78, 1.54, -0.10], [-1.26, 1.84, 0.23], [0.12, 0.81, 0.45], [-1.21, -0.02, -1.90], [-0.58, 0.64, -0.49], [0.32, 0.26, -0.43], [0.22, 0.08, -0.04], [0.16, 0.04, -0.35], [0.02, 0.31, 0.26], [0.17, -0.17, -0.17], [-0.52, 0.47, -0.10], [-0.21, -0.71, -0.42], [-0.40, -0.93, -0.16], [0.33, -0.52, -0.31], [-0.75, 0.57, -1.09], [-0.09, -0.97, 0.58], [0.30, -0.65, 0.25], [-0.20, -0.67, -0.24], [-0.39, -0.79, 0.06], [0.86, -0.48, 0.23], [-0.50, -0.01, 0.55], [0.86, 0.08, 0.82], [0.33, 0.02, 0.11], [-0.01, 0.24, -0.08], [-0.19, -0.70, -0.34], [0.55, 2.07, -0.45], [-0.79, -0.95, 0.23], [0.33, -2.14, -1.20], [0.44, 0.61, -1.32], [0.88, -0.06, -0.79], [0.11, -0.13, -0.01], [-0.09, -0.21, -0.29], [-0.49, 0.14, 0.20], [-0.89, -0.90, 0.59], [0.45, -0.68, 0.77], [0.03, 0.00, -0.04], [-0.43, -0.48, 1.31], [0.00, -1.68, -0.14], [-0.34, 0.32, 0.14], [0.52, 1.18, 0.01], [0.60, 0.50, 0.40], [-0.20, -0.18, -0.19], [-1.09, 0.04, 0.57], [-0.22, -0.02, -0.27], [0.04, 0.56, 0.29], [0.02, -0.11, 0.32], [-0.18, -0.73, 0.18], [-0.55, 0.42, -0.49], [0.67, 0.38, -0.05], [0.40, 0.56, 0.29], [1.03, -0.90, 0.46], [-0.02, 1.17, -0.24], [0.24, 0.08, -0.52], [-0.80, 0.23, 0.47], [-0.45, 0.67, -0.48], [-1.24, 0.71, 2.69], [-0.70, -0.12, -1.01], [-1.32, 0.76, 0.50], [2.02, -1.65, -1.40], [1.43, -0.13, -0.84], [-0.39, 1.19, 0.36], [-0.10, -0.41, -0.81], [0.72, -0.48, 0.91], [-0.70, -1.12, -0.35], [0.17, 0.29, -0.32], [0.51, 0.00, 0.95], [-0.12, 0.49, -0.42]],
  "lowdin_charge": [0.317, -0.088, -0.194, -0.178, -0.117, -0.177, -0.269, -0.159, -0.130, -0.279, -0.104, -0.123, -0.123, -0.092, 0.044, 0.064, 0.028, 0.028, 0.100, 0.113, 0.142, 0.104, 0.124, 0.140, 0.138, 0.118, 0.112, 0.100, 0.114, 0.123, 0.135, 0.120, 0.080, 0.075, 0.113, -0.093, -0.271, -0.155, -0.136, -0.246, -0.047, -0.133, -0.166, -0.088, -0.006, 0.090, 0.086, 0.060, 0.111, 0.087, 0.129, 0.118, 0.157, 0.013, 0.102, 0.126, 0.133, 0.100, 0.126, 0.057, 0.142, 0.121, 0.111, 0.103, 0.136, -0.113, -0.254, -0.176, -0.151, -0.241, -0.073, -0.140, -0.082, -0.072, 0.044, 0.070, 0.094, 0.088, 0.082, 0.106, 0.125, 0.114, 0.140, 0.146, 0.145, 0.125, 0.121, 0.102, 0.116, 0.107, 0.129, 0.131, 0.118, 0.097, 0.100, -0.123, -0.226, -0.171, -0.081, -0.257, -0.036, -0.095, -0.139, -0.092, 0.005, 0.055, 0.070, 0.082, 0.098, 0.071, 0.122, 0.107, 0.095, 0.131, 0.108, 0.116, 0.122, 0.104, 0.135, 0.095, 0.121, 0.116, 0.108, 0.085, 0.118, -0.100, -0.277, -0.159, -0.107, -0.275, -0.106, -0.121, -0.154, -0.108, 0.073, 0.050, 0.050, 0.119, 0.101, 0.124, 0.105, 0.094, 0.100, 0.114, 0.115, 0.105, 0.122, 0.128, 0.108, 0.086, 0.153, 0.122, 0.112, 0.117, 0.093, -0.060, -1.011, -0.097, -0.049, 0.316, 0.147, -0.189, -0.236, -0.120, -0.163, -0.144, -0.182],
  "e_tot_ev": -89227.338,
  "homo_ha": -0.2850,
  "total_charge": 2,
  "multiplicity": 1
}